Entry 1
DFT (the ωB97M-V functional and the def2-TZVPD basis) results for C21H23N3O2 in the gas phase.

Computed properties:
HOMO: -8.4 eV
Structure (SMILES): [O-][n+]1ccc(-c2noc(CCC3(c4ccccc4)CCCCC3)n2)cc1
Gap between HOMO and LUMO: 0.3067 Eh

Each line ends with the natural charge from an NBO analysis.
CARTESIAN COORDINATES (ANGSTROEM)
1 O 4.46724 -5.21226 5.04227  -0.525
2 N 4.35521 -4.00869 4.60530  0.109
3 C 4.13123 -2.88168 5.32953  -0.039
4 C 3.71882 -1.72253 4.74269  -0.183
5 C 3.47982 -1.65779 3.41281  -0.107
6 C 2.93321 -0.39210 2.78162  0.298
7 N 2.64589 0.68826 3.50705  -0.133
8 O 1.91309 1.43460 2.63055  -0.283
9 C 1.81351 0.78703 1.43059  0.541
10 C 1.23014 1.30907 0.15907  -0.463
11 C -0.28437 0.88995 0.07572  -0.383
12 C -1.02698 1.13233 -1.26772  -0.013
13 C -2.44885 0.50066 -1.09832  -0.008
14 C -2.52667 -0.87578 -1.34108  -0.216
15 C -3.79958 -1.47433 -1.20839  -0.207
16 C -4.85182 -0.78390 -0.64888  -0.221
17 C -4.76552 0.56943 -0.37534  -0.199
18 C -3.58309 1.19460 -0.72069  -0.234
19 C -1.07777 2.53534 -1.66631  -0.423
20 C -1.81073 2.74526 -3.01448  -0.401
21 C -0.99353 2.16260 -4.11960  -0.404
22 C -0.83313 0.67282 -3.86843  -0.418
23 C -0.22847 0.44575 -2.53648  -0.402
24 N 2.34441 -0.40360 1.50046  -0.503
25 C 3.67167 -2.79585 2.64762  -0.194
26 C 4.26689 -3.91207 3.22538  -0.020
27 H 4.15260 -3.09688 6.39168  0.233
28 H 3.47572 -0.87489 5.38736  0.248
29 H 1.40313 2.32572 -0.00435  0.230
30 H 1.75004 0.75565 -0.67197  0.240
31 H -0.37369 -0.15965 0.44197  0.228
32 H -0.70230 1.58727 0.85093  0.211
33 H -1.60005 -1.34404 -1.68204  0.218
34 H -3.86635 -2.60891 -1.45103  0.219
35 H -5.78202 -1.26545 -0.35241  0.215
36 H -5.61417 1.30992 -0.14796  0.221
37 H -3.66336 2.20452 -0.47971  0.208
38 H -1.64744 3.05125 -0.97617  0.204
39 H -0.13329 2.99313 -1.71099  0.204
40 H -2.86809 2.38090 -3.15070  0.219
41 H -1.86449 3.86463 -3.04431  0.209
42 H -0.01627 2.69189 -4.24655  0.204
43 H -1.69104 2.20362 -5.08007  0.206
44 H -0.28088 0.13464 -4.70551  0.217
45 H -1.81406 0.12832 -3.92380  0.208
46 H 0.76838 0.93628 -2.49023  0.193
47 H -0.08052 -0.58820 -2.39050  0.202
48 H 3.30684 -2.74246 1.58863  0.255
49 H 4.40071 -4.83441 2.62275  0.238



Entry 2
DFT (the ωB97M-V functional and the def2-TZVPD basis) results for C21H23N3O2 in the gas phase.

Computed properties:
HOMO: -7.7 eV
Structure (SMILES): CC(/C=C/c1ccccc1)=N/NC(=O)CCC(=O)Nc1ccccc1C
Gap between HOMO and LUMO: 0.2454 Eh

Each line ends with the natural charge from an NBO analysis.
CARTESIAN COORDINATES (ANGSTROEM)
1 C -1.38622 0.88617 3.38787  -0.600
2 C -0.35478 1.02975 2.28416  0.227
3 C -0.49422 1.40740 0.99075  -0.264
4 C -1.81804 1.47443 0.48171  -0.106
5 C -2.20932 1.72200 -0.75569  -0.153
6 C -1.26083 1.68727 -1.84245  -0.092
7 C -1.64294 1.66694 -3.39907  -0.152
8 C -2.98682 2.02363 -3.58063  -0.191
9 C -4.05470 1.61624 -2.43969  -0.212
10 C -3.51103 1.72199 -1.20088  -0.174
11 N 0.85905 0.70407 2.63547  -0.241
12 N 1.98606 0.77685 2.00280  -0.405
13 C 3.10802 0.20323 2.38510  0.596
14 O 3.25008 -0.75453 3.36764  -0.641
15 C 4.15432 -0.00290 1.39047  -0.439
16 C 3.98409 -0.83362 0.06738  -0.397
17 C 2.57397 -0.68806 -0.40519  0.727
18 O 2.08039 0.28092 -0.97946  -0.615
19 N 1.77382 -1.87188 -0.17799  -0.648
20 C 0.40941 -1.72846 -0.30397  0.200
21 C -0.62556 -1.78032 0.95560  -0.221
22 C -1.93881 -2.01283 0.64392  -0.207
23 C -2.46006 -1.61479 -0.54142  -0.214
24 C -1.70335 -1.67825 -1.53826  -0.217
25 C -0.43246 -1.56143 -1.40615  -0.044
26 C 0.51459 -1.52547 -2.66881  -0.668
27 H -1.00681 0.70173 4.40337  0.255
28 H -1.97426 1.97899 3.53804  0.201
29 H -2.01044 0.27852 3.00845  0.199
30 H 0.09857 1.31736 0.22868  0.211
31 H -2.48808 1.55505 1.21518  0.190
32 H -0.23326 1.61718 -1.56557  0.194
33 H -0.90748 1.75262 -3.92760  0.169
34 H -3.31066 1.67564 -4.46847  0.188
35 H -5.17739 1.84159 -2.65434  0.233
36 H -4.15404 1.58988 -0.39657  0.191
37 H 2.05488 1.21538 1.01199  0.387
38 H 5.18735 -0.18482 1.73343  0.262
39 H 4.11853 1.07153 0.79600  0.183
40 H 4.50190 -0.68572 -0.59380  0.176
41 H 4.11913 -1.96514 0.33761  0.201
42 H 1.91837 -2.40045 0.57564  0.398
43 H 0.05276 -1.96376 1.62506  0.197
44 H -2.56542 -2.29080 1.61964  0.218
45 H -3.55093 -1.80625 -0.71731  0.215
46 H -2.06676 -1.62014 -2.57946  0.220
47 H 1.01044 -0.45839 -2.94005  0.229
48 H 1.32394 -2.35287 -2.73947  0.223
49 H 0.00744 -1.51260 -3.64129  0.210



Pick entry 1: it beats the second-best structure by 0.3914 hartree.



Entry 1
DFT (the ωB97M-V functional and the def2-TZVPD basis) results for a gas-phase ion, C7H14N (charge +1).

Computed properties:
HOMO: -13.9 eV
Charge: +1
Structure (SMILES): C=CC(C=C)[NH+](C)C
Gap between HOMO and LUMO: 0.4043 Eh

Each line ends with the natural charge from an NBO analysis.
CARTESIAN COORDINATES (ANGSTROEM)
1 C -1.47320 -1.55313 -1.82383  -0.332
2 C -1.46941 -0.62807 -0.89617  -0.206
3 C -0.18963 -0.45011 0.09289  -0.124
4 C -0.43466 -0.98264 1.51622  -0.240
5 C -0.02279 -2.13857 1.93122  -0.315
6 N 0.12900 0.97733 0.06419  -0.343
7 C 1.29622 1.36363 0.92849  -0.403
8 C 0.48995 1.50520 -1.31388  -0.419
9 H -2.32693 -1.75163 -2.54320  0.234
10 H -0.86282 -2.39545 -1.86954  0.215
11 H -2.00524 0.31150 -0.78167  0.194
12 H 0.74225 -1.03774 -0.10724  0.243
13 H -0.95418 -0.42824 2.23367  0.214
14 H -0.18507 -2.50508 2.90858  0.221
15 H 0.46188 -2.89753 1.39113  0.200
16 H -0.69992 1.54683 0.15549  0.434
17 H 0.93790 1.29137 1.97859  0.246
18 H 2.18214 0.84696 0.68415  0.241
19 H 1.44949 2.41040 0.65064  0.227
20 H 1.41036 1.03810 -1.59215  0.229
21 H -0.26940 1.05551 -2.00976  0.249
22 H 0.47095 2.55016 -1.36887  0.236



Entry 2
DFT (the ωB97M-V functional and the def2-TZVPD basis) results for a gas-phase ion, C7H14N (charge +1).

Computed properties:
HOMO: -12.5 eV
Charge: +1
Gap between HOMO and LUMO: 0.2032 Eh

Each line ends with the natural charge from an NBO analysis.
CARTESIAN COORDINATES (ANGSTROEM)
1 C 0.57101 -1.96213 -1.20886  -0.225
2 C 1.78868 -1.35251 -0.51659  -0.389
3 C 1.46192 -0.22421 0.58312  -0.519
4 C 0.16690 -0.52461 1.17906  0.270
5 C -0.70587 0.61390 1.20609  -0.397
6 C -0.75229 1.87095 0.62730  0.186
7 C -2.04212 2.64902 0.55583  -0.725
8 N -0.32046 -1.03638 -1.90999  -0.868
9 H 0.82528 -2.73275 -1.89663  0.233
10 H -0.02528 -2.44755 -0.40101  0.174
11 H 2.36231 -2.22850 0.01908  0.225
12 H 2.53125 -1.12249 -1.25984  0.240
13 H 2.34247 -0.12608 1.18328  0.301
14 H -0.16753 -1.37729 1.76320  0.244
15 H -1.76576 0.32997 1.54672  0.233
16 H 0.22410 2.28796 0.23073  0.228
17 H -2.81456 2.09110 -0.03113  0.282
18 H -2.39532 2.96251 1.57405  0.293
19 H -1.91285 3.64781 0.06291  0.264
20 H 1.19175 0.70402 0.16563  0.208
21 H -0.19547 -0.78164 -2.83355  0.390
22 H -0.88652 -0.37484 -1.30919  0.353



Entry 3
DFT (the ωB97M-V functional and the def2-TZVPD basis) results for a gas-phase ion, C7H14N (charge +1).

Computed properties:
HOMO: -14.4 eV
Charge: +1
Structure (SMILES): C[N@H+]1C=CC(C)(C)C1
Gap between HOMO and LUMO: 0.4200 Eh

Each line ends with the natural charge from an NBO analysis.
CARTESIAN COORDINATES (ANGSTROEM)
1 C -2.65125 -0.61329 0.18062  -0.431
2 N -1.37870 -0.02383 -0.39370  -0.372
3 C -1.07674 1.34976 0.04576  -0.107
4 C 0.21406 1.48900 0.28307  -0.114
5 C 0.94699 0.20046 0.10317  -0.116
6 C 1.87153 -0.12761 1.26235  -0.610
7 C 1.72543 0.37149 -1.29567  -0.624
8 C -0.18082 -0.80894 0.01069  -0.197
9 H -2.79680 -1.02861 1.24703  0.267
10 H -3.33740 0.14254 -0.02999  0.220
11 H -2.85578 -1.59025 -0.47154  0.237
12 H -1.78810 -0.02321 -1.33105  0.451
13 H -1.96036 2.08380 0.37448  0.271
14 H 0.82828 2.39843 0.50846  0.271
15 H 2.36124 -1.09002 1.06801  0.237
16 H 1.32813 -0.10927 2.26493  0.226
17 H 2.64917 0.66556 1.39743  0.239
18 H 1.34298 -0.21556 -2.23558  0.226
19 H 2.77421 0.09223 -1.30650  0.243
20 H 1.65936 1.43449 -1.52012  0.222
21 H 0.06768 -1.59023 -0.58934  0.239
22 H -0.45660 -1.13980 1.01350  0.223



Entry 4
DFT (the ωB97M-V functional and the def2-TZVPD basis) results for a gas-phase ion, C7H14N (charge +1).

Computed properties:
HOMO: -11.8 eV
Charge: +1
Structure (SMILES): C=C/C=C/C[C@H](C)[NH3+]
Gap between HOMO and LUMO: 0.3032 Eh

Each line ends with the natural charge from an NBO analysis.
CARTESIAN COORDINATES (ANGSTROEM)
1 C 2.13498 -1.99379 3.36204  -0.310
2 C 1.64171 -1.80221 2.14306  -0.248
3 C 0.92238 -0.62392 1.69649  -0.156
4 C 0.43613 -0.50420 0.45954  -0.221
5 C -0.18683 0.79251 -0.01722  -0.450
6 C -1.11582 0.46884 -1.20374  0.009
7 C -0.31717 0.27556 -2.49848  -0.640
8 N -1.91793 1.80013 -1.49491  -0.693
9 H 2.66531 -2.88009 3.67232  0.213
10 H 1.92650 -1.33241 4.19278  0.194
11 H 1.75475 -2.61088 1.44276  0.209
12 H 0.57756 0.07375 2.45433  0.209
13 H 0.58262 -1.25058 -0.31451  0.201
14 H 0.47909 1.56292 -0.41441  0.213
15 H -0.76875 1.19879 0.81066  0.223
16 H -1.93239 -0.21509 -0.99661  0.231
17 H -1.01737 0.29667 -3.32999  0.214
18 H 0.16892 -0.69343 -2.50272  0.261
19 H 0.36004 1.10954 -2.67385  0.229
20 H -2.20057 1.80876 -2.47081  0.433
21 H -1.40179 2.66841 -1.34933  0.438
22 H -2.79135 1.85070 -0.96740  0.441



Pick entry 4: it beats the second-best structure by 0.0295 hartree.



Entry 1
DFT (the ωB97M-V functional and the def2-TZVPD basis) results for a gas-phase ion, C7H14N (charge +1).

Computed properties:
HOMO: -12.9 eV
Charge: +1
Structure (SMILES): C=C(C)C(=C)CC[NH3+]
Gap between HOMO and LUMO: 0.3449 Eh

Each line ends with the natural charge from an NBO analysis.
CARTESIAN COORDINATES (ANGSTROEM)
1 C 0.63171 1.18962 -1.90619  -0.343
2 C 0.57365 0.16222 -1.06294  -0.086
3 C 0.44581 -1.23443 -1.62349  -0.664
4 C 0.79122 0.22796 0.38637  -0.077
5 C 1.92268 -0.17719 0.95222  -0.337
6 C -0.29967 0.99564 1.14254  -0.460
7 C -1.63742 0.43205 0.77144  -0.212
8 N -1.74013 -1.08941 1.11217  -0.721
9 H 0.85333 2.22934 -1.73742  0.219
10 H 0.52367 0.94726 -2.96697  0.209
11 H -0.61238 -1.52470 -1.86288  0.202
12 H 0.84470 -2.06494 -1.04467  0.229
13 H 0.86831 -1.37632 -2.62564  0.254
14 H 2.13647 -0.23645 2.02343  0.214
15 H 2.79439 -0.41907 0.34515  0.224
16 H -0.18851 0.89874 2.23838  0.225
17 H -0.28860 2.05537 0.83330  0.271
18 H -1.79894 0.49669 -0.30065  0.237
19 H -2.53758 0.90474 1.14640  0.240
20 H -2.04212 -1.27898 2.07393  0.458
21 H -0.77030 -1.30524 1.44326  0.448
22 H -1.95233 -1.61616 0.27423  0.468



Entry 2
DFT (the ωB97M-V functional and the def2-TZVPD basis) results for 2 unconnected molecules or ions with the total composition C7H14N.

Computed properties:
HOMO: -13.9 eV
Charge: +1
Gap between HOMO and LUMO: 0.3659 Eh

Each line ends with the natural charge from an NBO analysis.
CARTESIAN COORDINATES (ANGSTROEM)
1 C -2.59754 -0.36006 0.24948  0.150
2 C -2.14684 -0.52183 -0.83895  -0.418
3 C 1.35798 -0.28711 -0.15174  0.509
4 C -2.92917 -0.10849 1.62821  -0.725
5 C 1.27472 -1.59606 0.48325  -0.690
6 C 2.56047 0.58181 0.22149  -0.704
7 C 0.41036 1.41320 -1.66446  -0.417
8 N 0.29699 0.16640 -0.75704  -0.457
9 H -2.06747 -0.37149 -1.85547  0.252
10 H -0.42675 -0.53552 -0.87501  0.440
11 H -2.03073 -0.00776 2.25904  0.249
12 H -3.49541 -1.03354 2.02791  0.266
13 H -3.61308 0.77743 1.73244  0.273
14 H 1.68674 -1.57158 1.55892  0.265
15 H 1.74797 -2.28228 -0.11593  0.266
16 H 0.16840 -1.74351 0.54735  0.244
17 H 3.43542 0.08385 -0.14904  0.269
18 H 2.72647 0.56163 1.31642  0.274
19 H 2.41814 1.70842 -0.12778  0.250
20 H 1.30948 1.37867 -2.25976  0.234
21 H 0.39916 2.29540 -1.00697  0.235
22 H -0.48531 1.45242 -2.22239  0.235



Pick entry 1: it beats the second-best structure by 0.0367 hartree.



Entry 1
DFT (the ωB97M-V functional and the def2-TZVPD basis) results for a molecular structure, C4H6Br2O.

Computed properties:
HOMO: -9.9 eV
Gap between HOMO and LUMO: 0.3863 Eh

Each line ends with the natural charge from an NBO analysis.
CARTESIAN COORDINATES (ANGSTROEM)
1 C 0.41963 -0.67935 -1.47549  -0.085
2 C 0.44001 0.65100 -0.73334  -0.337
3 C -0.62408 0.20365 0.27888  0.235
4 C -0.31582 -0.10820 1.69554  -0.699
5 O -0.58064 -1.30539 -0.69532  -0.572
6 Br 2.14499 1.14052 0.05216  0.007
7 Br -2.33336 0.96095 -0.00402  0.106
8 H 0.10739 -0.59485 -2.52593  0.179
9 H 1.36329 -1.23661 -1.42814  0.181
10 H 0.12390 1.50947 -1.32965  0.244
11 H 0.66019 -0.57530 1.78727  0.247
12 H -1.06977 -0.78208 2.09978  0.249
13 H -0.33573 0.81619 2.27829  0.243



Entry 2
DFT (the ωB97M-V functional and the def2-TZVPD basis) results for 2 unconnected molecules or ions with the total composition C4H6Br2O.

Computed properties:
HOMO: -8.5 eV
Gap between HOMO and LUMO: 0.3277 Eh

Each line ends with the natural charge from an NBO analysis.
CARTESIAN COORDINATES (ANGSTROEM)
1 C -0.29605 0.18772 1.39990  -0.406
2 C -0.81110 -0.02071 0.17396  -0.002
3 C 1.50169 1.62694 0.75220  0.218
4 C -0.52987 -1.17697 -0.68697  -0.685
5 O 0.83262 2.64050 0.45170  -0.672
6 Br -2.07388 1.31676 -0.50202  -0.020
7 Br 2.49688 0.80703 -0.63969  -0.054
8 H -0.59525 0.75472 2.15973  0.220
9 H 0.44147 -0.50281 1.65097  0.214
10 H 0.31289 -0.94066 -1.31038  0.234
11 H -1.32643 -1.54137 -1.33421  0.238
12 H -0.37190 -1.98758 -0.08773  0.229
13 H 0.54440 3.02863 -0.49663  0.486



Pick entry 1: it beats the second-best structure by 0.0809 hartree.